Version i
# C9H14O

A cluster of 2 separate species, C9H14O in total (ωB97M-V with the def2-TZVPD basis set, the Open Molecules 2025 dataset).

Values from the calculation:
SMILES: Cc1ccc(O)cc1.CC
Kohn-Sham gap: 9.340 eV
M: 138.2 g/mol

Structure (XYZ):
```
24
C9H14O ωB97M-V with the def2-TZVPD basis set
C -0.3247 -2.4828 0.8943
C 0.8290 -2.3663 1.9062
H -1.1222 -1.7368 0.8785
H -0.0236 -2.4102 -0.1590
H -0.8334 -3.4475 0.9758
H 1.7329 -2.0840 1.3748
H 0.9623 -3.3234 2.3974
H 0.5364 -1.5920 2.6132
C 0.0659 0.8648 -3.1078
C -1.2547 1.1315 -1.0440
C 0.0068 1.1815 -1.6435
C -1.3641 1.1674 0.3541
C 1.1489 1.4476 -0.9021
C -0.2258 1.4815 1.0981
C 0.9898 1.7102 0.4411
O -0.1877 1.7113 2.4523
H -2.1405 0.9109 -1.6201
H -2.3131 1.0819 0.8659
H 0.1168 -0.2174 -3.2777
H 0.8841 1.3019 -3.6799
H 2.1387 1.5433 -1.3268
H 1.7919 2.0098 1.1038
H -0.5422 0.9740 3.0013
H -0.8711 1.1428 -3.5959
```

Version ii
# C9H14O

A cluster of 2 separate species, C9H14O in total (ωB97M-V with the def2-TZVPD basis set, the Open Molecules 2025 dataset).

Values from the calculation:
SMILES: Cc1ccccc1.CCO
Kohn-Sham gap: 9.975 eV
M: 138.2 g/mol

Structure (XYZ):
```
24
C9H14O ωB97M-V with the def2-TZVPD basis set
C 1.3226 -1.7458 0.3815
C -1.1014 -1.3707 -0.2758
C 0.2472 -1.2833 -0.5776
C -2.0505 -1.0464 -1.2437
C 0.6397 -0.8483 -1.8510
C -1.6586 -0.4663 -2.4405
C -0.3102 -0.4675 -2.7823
H -1.4080 -1.7398 0.6930
H -3.0937 -1.2723 -1.0703
H 1.0369 -1.5986 1.4224
H 2.2459 -1.2044 0.2035
H 1.6960 -0.8450 -2.0837
H -2.4417 -0.2079 -3.1436
H 0.0318 -0.1404 -3.7549
H 1.4713 -2.8206 0.2523
C 0.5286 1.7358 2.3084
C 0.5412 1.9905 0.8123
O -0.4306 2.5809 2.9196
H 0.3101 0.6760 2.4639
H 1.5288 1.9190 2.7230
H 0.7551 3.0093 0.5005
H -0.6971 2.2045 3.7604
H -0.4173 1.6475 0.4161
H 1.2539 1.2938 0.3667
```

Short version: version i is the least stable of them.